{"formula": "C42H102F6N9O10P", "method": "ωB97M-V/def2-TZVPD", "molar_mass_g_mol": 1038.293, "total_charge": 6, "e_tot_ev": -104625.4900, "gap_ha": 0.313, "e_lumo_ev": -10.7, "spin_multiplicity": 1, "elements": ["P", "F", "F", "F", "F", "F", "F", "C", "C", "N", "C", "C", "N", "C", "C", "H", "H", "H", "H", "H", "H", "H", "H", "H", "H", "H", "C", "C", "N", "C", "C", "N", "C", "C", "H", "H", "H", "H", "H", "H", "H", "H", "H", "H", "H", "C", "O", "C", "C", "N", "H", "H", "C", "C", "O", "C", "H", "H", "H", "H", "H", "H", "H", "H", "H", "H", "H", "H", "H", "H", "C", "O", "C", "C", "N", "H", "H", "C", "C", "O", "C", "H", "H", "H", "H", "H", "H", "H", "H", "H", "H", "H", "H", "H", "H", "C", "O", "C", "C", "N", "H", "H", "C", "C", "O", "C", "H", "H", "H", "H", "H", "H", "H", "H", "H", "H", "H", "H", "H", "H", "C", "O", "C", "C", "N", "H", "H", "C", "C", "O", "C", "H", "H", "H", "H", "H", "H", "H", "H", "H", "H", "H", "H", "H", "H", "C", "O", "C", "C", "N", "H", "H", "C", "C", "O", "C", "H", "H", "H", "H", "H", "H", "H", "H", "H", "H", "H", "H", "H", "H"], "xyz": [[0.031, 0.156, 0.761], [1.316, 1.200, 0.694], [0.712, -0.939, -0.282], [0.860, -0.638, 1.919], [-1.091, -0.996, 1.052], [-0.552, 1.185, 1.861], [-0.779, 0.785, -0.443], [-1.410, -4.328, -1.062], [-0.840, -4.567, 0.322], [0.558, -4.953, 0.360], [1.649, -4.165, 0.280], [2.732, -5.010, 0.382], [2.313, -6.374, 0.360], [0.903, -6.338, 0.353], [3.085, -7.651, 0.310], [-1.265, -5.144, -1.769], [-1.006, -3.493, -1.634], [-2.465, -4.055, -1.043], [-1.463, -5.216, 0.937], [-0.808, -3.677, 0.951], [1.484, -3.106, 0.418], [3.795, -4.833, 0.453], [0.283, -7.218, 0.437], [4.067, -7.410, -0.097], [2.693, -8.428, -0.346], [3.298, -8.224, 1.212], [-2.236, 4.176, -6.803], [-2.999, 4.492, -5.445], [-2.329, 3.958, -4.256], [-2.901, 3.113, -3.325], [-1.883, 2.979, -2.350], [-0.721, 3.653, -2.682], [-1.047, 4.257, -3.889], [0.422, 3.899, -1.882], [-1.654, 5.007, -7.202], [-2.908, 3.959, -7.634], [-1.478, 3.394, -6.816], [-3.989, 4.038, -5.413], [-3.096, 5.572, -5.334], [-3.923, 2.768, -3.377], [-2.009, 2.462, -1.410], [-0.404, 4.889, -4.483], [1.223, 3.175, -2.034], [0.369, 3.854, -0.794], [0.691, 4.909, -2.192], [-4.052, 1.101, -0.144], [-3.891, 0.663, -1.507], [-3.566, -0.694, -1.640], [-3.568, -0.847, -3.166], [-5.011, -0.871, -3.663], [-5.451, -1.735, -3.379], [-5.576, -0.133, -3.267], [-5.025, -1.001, -5.207], [-4.267, 0.143, -6.008], [-2.828, 0.011, -6.042], [-2.259, 0.738, -7.163], [-4.351, 2.150, -0.157], [-3.233, 0.897, 0.545], [-4.918, 0.569, 0.251], [-4.294, -1.290, -1.090], [-2.623, -0.881, -1.128], [-3.151, -1.792, -3.514], [-3.028, -0.070, -3.707], [-6.075, -0.904, -5.482], [-4.607, -2.001, -5.328], [-4.284, 1.129, -5.543], [-4.710, 0.215, -7.001], [-2.099, 0.179, -8.084], [-1.284, 0.970, -6.734], [-2.730, 1.714, -7.284], [-2.903, 3.530, 3.029], [-3.113, 4.248, 1.709], [-2.589, 5.546, 1.556], [-2.667, 5.965, -0.002], [-2.144, 7.383, -0.179], [-2.814, 8.056, 0.167], [-1.342, 7.469, 0.428], [-2.064, 7.845, -1.659], [-3.392, 7.904, -2.410], [-3.721, 6.541, -2.700], [-4.990, 6.327, -3.377], [-1.848, 3.423, 3.281], [-3.399, 2.562, 2.957], [-3.184, 4.139, 3.888], [-1.521, 5.501, 1.771], [-3.085, 6.145, 2.320], [-3.725, 5.913, -0.259], [-2.067, 5.340, -0.663], [-1.269, 7.290, -2.157], [-1.607, 8.820, -1.489], [-3.281, 8.441, -3.351], [-4.042, 8.475, -1.747], [-5.028, 6.969, -4.257], [-5.833, 6.721, -2.808], [-5.033, 5.293, -3.720], [2.117, 1.663, 4.664], [2.243, 2.932, 5.256], [1.001, 3.567, 5.338], [1.462, 4.813, 5.874], [2.111, 4.691, 7.296], [2.845, 3.998, 7.258], [2.510, 5.573, 7.581], [1.137, 4.329, 8.441], [1.897, 3.824, 9.596], [3.176, 3.289, 9.255], [3.677, 2.347, 10.236], [1.389, 1.085, 5.233], [3.061, 1.118, 4.672], [1.692, 1.664, 3.661], [0.210, 3.168, 5.973], [0.641, 3.875, 4.357], [0.669, 5.560, 5.848], [2.157, 5.295, 5.186], [0.366, 3.709, 7.985], [0.570, 5.216, 8.723], [1.260, 3.045, 10.014], [2.063, 4.636, 10.305], [4.564, 1.863, 9.829], [2.982, 1.579, 10.574], [3.989, 2.993, 11.058], [5.255, -3.044, -7.361], [4.097, -3.800, -7.369], [3.597, -4.085, -6.098], [2.492, -5.023, -6.239], [1.397, -4.298, -7.096], [1.709, -4.513, -8.032], [0.621, -4.940, -7.028], [1.091, -2.777, -7.097], [0.358, -2.369, -5.823], [1.122, -2.357, -4.657], [0.681, -1.494, -3.656], [5.635, -2.931, -8.377], [6.021, -3.562, -6.784], [4.968, -2.079, -6.943], [3.341, -3.256, -5.438], [4.420, -4.619, -5.624], [1.898, -5.199, -5.343], [2.702, -5.871, -6.890], [0.563, -2.673, -8.045], [2.038, -2.260, -7.248], [-0.440, -3.107, -5.739], [-0.162, -1.433, -6.029], [-0.316, -1.772, -3.314], [0.696, -0.437, -3.924], [1.154, -1.598, -2.680], [6.527, -6.898, 7.840], [5.221, -6.648, 7.243], [4.918, -5.249, 7.221], [3.467, -5.156, 6.651], [3.684, -5.645, 5.276], [4.237, -4.991, 4.741], [4.360, -6.389, 5.175], [2.421, -6.092, 4.487], [1.509, -4.903, 3.993], [0.984, -4.129, 5.130], [0.071, -3.182, 4.716], [6.925, -6.231, 8.605], [7.322, -6.779, 7.104], [6.512, -7.859, 8.354], [5.685, -4.684, 6.691], [4.931, -4.871, 8.243], [3.074, -4.140, 6.631], [2.913, -5.946, 7.159], [1.823, -6.786, 5.077], [2.716, -6.709, 3.639], [0.600, -5.279, 3.524], [2.026, -4.252, 3.288], [0.500, -2.598, 3.901], [-0.004, -2.398, 5.469], [-0.841, -3.742, 4.507]]}


{"formula": "C21H21NO6", "method": "ωB97M-V/def2-TZVPD", "molar_mass_g_mol": 383.400, "total_charge": 0, "e_tot_ev": -35894.7133, "gap_ha": 0.322, "e_lumo_ev": 0.0, "spin_multiplicity": 1, "elements": ["C", "C", "H", "H", "O", "C", "O", "C", "C", "C", "C", "C", "C", "N", "C", "O", "C", "H", "H", "O", "C", "O", "C", "H", "H", "C", "C", "O", "C", "C", "C", "C", "C", "C", "H", "H", "H", "H", "H", "H", "H", "H", "H", "H", "H", "H", "H", "H", "H"], "xyz": [[-1.275, -3.628, 2.201], [-0.643, -3.467, 0.827], [-0.277, -4.423, 0.447], [-1.359, -3.035, 0.121], [0.522, -2.632, 0.869], [0.325, -1.324, 0.946], [-0.790, -0.830, 1.003], [1.582, -0.546, 0.935], [2.802, -1.214, 0.822], [3.992, -0.520, 0.778], [3.980, 0.866, 0.850], [2.789, 1.552, 0.969], [1.578, 0.863, 1.011], [0.363, 1.520, 1.122], [0.088, 2.843, 1.056], [0.890, 3.747, 0.991], [-1.422, 3.110, 1.087], [-1.791, 2.985, 2.114], [-1.608, 4.132, 0.748], [-2.125, 2.226, 0.223], [-2.892, 1.270, 0.777], [-3.049, 1.156, 1.962], [-3.582, 0.415, -0.259], [-3.614, -0.605, 0.130], [-4.613, 0.778, -0.315], [-2.952, 0.422, -1.657], [-1.778, -0.542, -1.722], [-1.979, -1.731, -1.583], [-0.407, -0.032, -1.971], [-0.051, 1.315, -1.958], [1.267, 1.691, -2.147], [2.246, 0.735, -2.363], [1.904, -0.607, -2.392], [0.591, -0.985, -2.194], [0.309, -2.028, -2.210], [2.662, -1.357, -2.562], [3.273, 1.036, -2.506], [1.532, 2.737, -2.116], [-0.786, 2.082, -1.778], [-2.688, 1.431, -1.958], [-3.695, 0.032, -2.357], [-0.425, 0.866, 1.163], [2.777, 2.627, 1.026], [4.909, 1.416, 0.816], [4.926, -1.053, 0.688], [2.795, -2.291, 0.765], [-0.543, -4.003, 2.913], [-2.101, -4.330, 2.136], [-1.654, -2.672, 2.553]]}


{"formula": "C36H37CoF4N2O3P2Te", "method": "ωB97M-V/def2-TZVPD", "molar_mass_g_mol": 870.176, "total_charge": -1, "e_tot_ev": -121427.8961, "gap_ha": [0.242, 0.241], "e_lumo_ev": [2.5, 2.5], "spin_multiplicity": 2, "elements": ["Co", "C", "N", "C", "C", "C", "N", "C", "C", "F", "C", "F", "C", "C", "F", "C", "F", "H", "H", "H", "H", "H", "H", "H", "H", "H", "H", "H", "C", "C", "C", "C", "C", "C", "P", "C", "C", "C", "C", "C", "C", "C", "C", "C", "C", "C", "C", "C", "C", "C", "C", "H", "H", "H", "H", "H", "H", "H", "H", "H", "H", "H", "H", "H", "H", "H", "H", "C", "C", "O", "P", "O", "Te", "O", "C", "C", "H", "H", "H", "H", "H", "H", "H", "H", "H", "H"], "xyz": [[-0.169, -0.084, 0.011], [-0.762, 1.158, -2.967], [0.073, 0.173, -2.285], [-0.082, -1.129, -2.936], [1.460, 0.642, -2.316], [2.382, -0.166, -1.430], [1.814, -0.238, -0.090], [2.497, -0.833, 0.899], [1.949, -0.876, 2.210], [0.741, -0.294, 2.413], [2.559, -1.470, 3.279], [1.927, -1.458, 4.472], [3.795, -2.078, 3.171], [4.366, -2.046, 1.916], [5.573, -2.618, 1.740], [3.767, -1.462, 0.825], [4.435, -1.517, -0.346], [-0.481, 1.245, -4.027], [-0.663, 2.135, -2.493], [-1.810, 0.859, -2.912], [0.267, -1.097, -3.980], [-1.136, -1.416, -2.925], [0.478, -1.897, -2.410], [1.451, 1.670, -1.955], [1.840, 0.639, -3.349], [3.353, 0.341, -1.434], [2.544, -1.159, -1.858], [4.287, -2.549, 4.009], [-3.343, -0.413, 4.745], [-2.397, -1.221, 4.130], [-2.143, -1.078, 2.771], [-2.834, -0.134, 2.018], [-3.791, 0.668, 2.640], [-4.039, 0.531, 3.998], [-2.443, -0.037, 0.227], [-3.804, -1.012, -0.498], [-4.129, -0.846, -1.844], [-5.078, -1.656, -2.451], [-5.697, -2.665, -1.724], [-5.356, -2.858, -0.395], [-4.410, -2.041, 0.213], [-2.815, 1.697, -0.167], [-4.033, 2.247, -0.466], [-4.151, 3.647, -0.636], [-3.055, 4.453, -0.492], [-1.777, 3.908, -0.201], [-0.620, 4.712, -0.071], [0.581, 4.123, 0.214], [0.695, 2.715, 0.345], [-0.380, 1.869, 0.193], [-1.648, 2.502, -0.047], [-3.535, -0.513, 5.807], [-1.847, -1.956, 4.706], [-1.402, -1.693, 2.278], [-4.334, 1.408, 2.064], [-4.773, 1.167, 4.478], [-3.641, -0.068, -2.418], [-5.330, -1.504, -3.492], [-6.435, -3.301, -2.195], [-5.822, -3.653, 0.172], [-4.140, -2.206, 1.248], [-4.913, 1.620, -0.561], [-5.119, 4.079, -0.864], [-3.150, 5.529, -0.604], [-0.701, 5.787, -0.201], [1.469, 4.737, 0.318], [1.675, 2.296, 0.550], [-2.821, -5.734, -1.173], [-1.762, -5.687, -0.094], [-1.478, -4.321, 0.226], [-0.007, -3.635, 0.096], [-0.351, -2.184, 0.286], [1.268, -4.502, -1.682], [0.766, -4.177, 1.413], [0.261, -3.866, 2.718], [0.936, -4.790, 3.708], [-3.046, -6.771, -1.437], [-2.456, -5.214, -2.061], [-3.740, -5.243, -0.839], [-0.864, -6.201, -0.433], [-2.109, -6.181, 0.818], [-0.827, -3.986, 2.742], [0.494, -2.827, 2.957], [0.735, -5.831, 3.449], [0.573, -4.596, 4.721], [2.017, -4.629, 3.683]]}


{"formula": "C6H9N2O2", "method": "ωB97M-V/def2-TZVPD", "molar_mass_g_mol": 141.150, "total_charge": 0, "e_tot_ev": -13441.4635, "gap_ha": [0.338, 0.195], "e_lumo_ev": [0.5, -3.3], "spin_multiplicity": 2, "elements": ["C", "C", "C", "C", "N", "N", "H", "H", "H", "H", "H", "H", "C", "C", "O", "O", "H", "H", "H"], "xyz": [[1.044, -3.279, 1.094], [-0.799, -0.478, 2.086], [0.248, -0.909, 0.258], [0.266, -2.057, 1.141], [-0.401, 0.057, 0.916], [-0.495, -1.791, 2.210], [-0.823, 0.930, 0.402], [-1.383, 0.012, 2.860], [0.457, -0.797, -0.816], [0.397, -4.124, 1.338], [1.820, -3.171, 1.852], [1.629, -3.449, 0.178], [-0.146, 3.242, -2.343], [-0.380, 2.079, -1.387], [-1.030, 2.227, -0.316], [0.010, 0.942, -1.782], [0.562, 2.912, -3.111], [0.149, 4.151, -1.823], [-1.126, 3.501, -2.758]]}


Question: What is the formula in the second record?
Answer: C21H21NO6